The following is a DFT calculation (ωB97M-V/def2-TZVPD) of 8 unconnected molecules or ions with the total composition C32H62Cl14N2O4 in a non-equilibrium geometry.

Geometry as XYZ:
```
114
Properties=species:S:1:pos:R:3:forces:R:3
C -1.071715 -3.004371 -2.396124 -0.17 0.59 0.40
C -2.222940 -2.197060 -1.762641 0.76 -0.34 -0.60
C -2.294186 -0.773419 -2.350586 -0.45 0.26 0.50
C -2.244536 0.367428 -1.285213 -0.52 0.32 -0.51
C -3.396179 1.384633 -1.525343 0.22 -0.89 -0.29
C -0.792319 1.021411 -1.235707 -3.26 -1.24 0.33
C -0.742461 1.872783 -2.498271 1.81 0.68 -0.01
C 0.600220 2.093986 -3.236123 0.03 -0.02 -0.66
C 1.314126 0.787728 -3.642192 0.22 0.62 1.14
C 1.561211 3.128590 -2.635614 0.12 -0.06 -1.09
O 0.016161 -0.158645 -1.146150 0.87 -0.42 -1.00
C 0.032006 -0.612029 0.118469 -1.01 5.64 -2.03
O 0.246830 -1.673569 0.470180 1.17 -4.61 1.74
O -0.227308 0.464003 0.916886 -1.15 -0.88 1.19
C -0.628312 1.605987 0.180291 2.69 2.08 0.23
C 0.607166 2.578398 0.455919 -0.60 -0.21 0.30
C 1.941438 1.885088 0.597545 -0.12 1.32 1.38
O 2.426050 1.167960 -0.204805 0.69 -1.07 -1.81
N 2.624441 2.120929 1.867626 -0.19 -0.81 -0.27
C 4.096461 2.122691 1.681378 -0.59 -0.36 0.58
C 2.325493 0.879563 2.640247 -0.04 0.21 0.49
N -1.751042 2.306389 0.775598 -0.57 -1.40 -0.26
C -2.094697 1.907761 2.137547 -0.80 0.48 0.16
C -2.995470 0.660745 2.239522 0.24 0.36 0.83
H -1.174380 -2.918874 -3.479498 0.13 -0.35 -0.03
H -1.112338 -4.041218 -2.074809 0.06 -0.11 -0.16
H -0.104459 -2.592782 -2.108440 0.00 0.06 -0.02
H -3.136075 -2.746496 -1.999006 -0.13 0.17 0.18
H -2.103645 -2.186054 -0.677788 -0.07 0.04 -0.01
H -3.241507 -0.689651 -2.890209 0.04 0.09 0.03
H -1.520573 -0.608129 -3.101312 0.11 -0.19 0.03
H -2.471678 -0.132784 -0.342257 0.41 0.21 0.20
H -3.138182 2.410666 -1.303893 -0.15 0.03 0.11
H -4.247429 1.070690 -0.917958 -0.01 0.29 0.13
H -3.736894 1.290289 -2.558726 0.07 0.33 -0.04
H -1.431802 1.527330 -3.264366 -0.14 -0.42 0.28
H -1.111549 2.868120 -2.228361 -0.04 -0.07 0.15
H 0.308771 2.530204 -4.200738 -0.32 0.14 0.19
H 2.052882 0.969789 -4.422750 -0.25 -0.02 -0.25
H 1.887534 0.466998 -2.769114 -0.15 -0.43 -0.09
H 0.581257 0.031673 -3.917766 0.22 -0.15 -0.18
H 2.085334 3.592209 -3.483395 -0.11 -0.25 0.31
H 1.022214 3.955022 -2.171667 0.07 -0.03 0.17
H 2.339214 2.711727 -1.998150 -0.27 0.01 0.24
H 0.626214 3.430551 -0.222725 0.23 -0.19 -0.19
H 0.397017 3.003233 1.438911 0.03 -0.04 0.03
H 4.366985 2.690486 0.796087 0.18 -0.04 0.05
H 4.447242 1.085377 1.644245 0.29 0.16 -0.56
H 4.522173 2.541160 2.595014 0.08 0.26 -0.16
H 1.297174 0.846055 3.001189 0.01 0.12 -0.08
H 2.997282 0.830805 3.499285 -0.10 0.20 0.05
H 2.514021 -0.025801 2.045239 -0.02 0.14 -0.09
H -1.664512 3.305880 0.681728 0.22 -0.06 0.04
H -1.229441 1.840938 2.810228 0.08 -0.22 -0.16
H -2.688680 2.730578 2.543763 0.12 0.14 -0.17
H -3.768551 0.877420 2.982605 -0.02 -0.09 -0.03
H -2.439217 -0.186175 2.641714 -0.04 -0.21 -0.45
H -3.519119 0.439854 1.314446 0.19 -0.08 -0.07
Cl -6.589036 -5.537334 -3.903496 0.00 0.01 -0.03
C -5.494260 -6.563245 -2.940112 -0.01 -0.13 0.08
C -4.403482 -5.763235 -2.275277 0.03 -0.04 0.16
Cl -3.238685 -5.101959 -3.449920 -0.18 -0.19 -0.12
H -5.082970 -7.326280 -3.596816 0.02 0.08 -0.04
H -6.103995 -7.053560 -2.182312 0.02 0.06 0.02
H -3.839900 -6.404702 -1.597792 -0.01 -0.07 -0.08
H -4.810482 -4.932137 -1.702011 -0.01 0.03 -0.10
Cl 3.519397 5.624165 -3.219848 0.23 0.34 0.02
C 4.340615 5.465221 -4.792088 0.14 -0.06 -0.02
C 3.905767 6.526510 -5.770693 0.10 0.04 -0.07
Cl 2.213960 6.309347 -6.286337 -0.02 0.01 0.02
H 4.143250 4.465270 -5.174297 -0.08 0.03 0.02
H 5.409433 5.553901 -4.601986 -0.02 0.06 -0.01
H 4.521085 6.472880 -6.667911 -0.01 -0.06 0.02
H 4.003320 7.523124 -5.346309 -0.07 -0.04 0.04
Cl 6.119062 3.758057 5.047612 -0.01 -0.03 -0.04
C 4.808254 4.902737 5.435796 0.01 0.13 0.02
C 3.701970 4.248753 6.224166 -0.02 0.07 0.14
Cl 2.804431 3.063727 5.244354 -0.01 -0.03 0.00
H 4.438104 5.319816 4.501703 0.00 -0.10 -0.01
H 5.251154 5.707822 6.020786 0.00 -0.05 0.04
H 2.985335 5.000887 6.551830 0.02 0.02 -0.08
H 4.086723 3.737858 7.104088 0.04 -0.04 -0.07
Cl 7.276403 -0.706925 5.919278 0.01 0.03 0.00
C 5.884266 -0.524600 4.821800 -0.16 0.03 -0.01
C 6.203031 -0.970534 3.416140 -0.12 -0.06 -0.03
Cl 7.362215 0.118191 2.615623 0.03 0.02 -0.01
H 5.570438 0.518096 4.847141 0.09 0.01 -0.02
H 5.078801 -1.136269 5.227125 0.03 -0.04 -0.03
H 5.293360 -0.963494 2.815123 -0.01 0.05 0.04
H 6.617466 -1.976113 3.398056 0.07 0.05 0.04
Cl -5.985740 2.510293 1.590376 0.03 0.01 0.00
C -7.393254 2.851421 0.550891 -0.15 0.01 0.02
C -7.135401 2.482803 -0.888091 -0.09 -0.08 -0.06
Cl -5.928055 3.548521 -1.646263 -0.06 0.09 -0.02
H -7.640907 3.905439 0.653865 0.09 0.00 -0.02
H -8.224336 2.263269 0.938109 0.04 -0.04 -0.03
H -8.054137 2.582188 -1.464747 0.00 0.05 0.05
H -6.783170 1.457029 -0.979432 0.07 0.05 0.04
Cl 1.720285 -7.798290 -1.977565 0.00 -0.02 -0.02
C 0.407785 -6.668960 -1.553421 -0.04 0.14 0.00
C -0.670666 -7.332777 -0.734666 0.01 0.14 0.08
Cl -1.595637 -8.523947 -1.688805 -0.05 -0.03 0.00
H 0.008900 -6.253584 -2.476598 0.00 -0.08 -0.01
H 0.858243 -5.859415 -0.979733 -0.02 -0.03 0.03
H -1.382842 -6.583716 -0.387258 0.03 0.03 -0.04
H -0.258552 -7.839210 0.134534 -0.01 -0.06 -0.09
Cl 0.084286 -7.617472 2.905619 0.00 -0.02 0.02
C 0.309427 -5.860939 3.116099 0.12 0.09 -0.02
C -0.867876 -5.214736 3.800437 0.05 0.09 0.09
Cl -2.323041 -5.215140 2.770697 -0.02 -0.03 -0.01
H 0.487213 -5.424237 2.135367 -0.07 -0.03 0.00
H 1.207275 -5.726885 3.717914 -0.05 -0.01 0.04
H -0.636580 -4.173954 4.023486 0.02 -0.01 -0.08
H -1.113972 -5.719748 4.731800 -0.04 -0.06 -0.07
```
Forces are in eV/Å.

Output
gap between HOMO and LUMO = 9.25 eV
2S+1 = 1
F_max = 6.1 eV/Å
charge = 0
SMILES = CCC[C@H](C)[C@]1(CC(C)C)OC(=O)O[C@]1(CC(=O)N(C)C)NCC.ClCCCl.ClCCCl.ClCCCl.ClCCCl.ClCCCl.ClCCCl.ClCCCl
E = -8109.6436 Ha
HOMO energy = -8.94 eV

The following is a DFT calculation (ωB97M-V/def2-TZVPD) of 8 unconnected molecules or ions with the total composition C32H63BrN4O17PS8 in a non-equilibrium geometry.

Geometry as XYZ:
```
126
Properties=species:S:1:pos:R:3:forces:R:3
O -0.145645 -3.590032 2.574732 -0.08 -1.00 0.92
C -0.052229 -2.797265 1.723936 -0.17 1.06 -0.73
Br 1.602518 -1.948122 1.271493 0.51 0.06 -0.12
C -1.225245 -2.291328 0.890834 -0.26 0.20 0.16
N -1.645934 -0.937779 1.302345 -0.20 0.39 0.02
N -0.835844 0.069904 1.769150 -0.45 0.16 0.05
C -1.618958 1.103503 2.061592 -0.32 -0.40 -0.22
N -2.903636 0.836449 1.812599 0.61 -0.12 0.04
C -2.893280 -0.398400 1.316082 0.32 -0.18 0.07
N -3.989139 -1.086368 0.892190 0.15 0.02 0.08
P -5.629897 -0.521823 0.904239 -0.21 -0.07 -0.11
O -6.282435 -1.576332 -0.101046 0.26 0.15 -0.08
O -6.140150 -1.029532 2.336510 0.30 -0.09 -0.07
S -5.955679 1.278249 0.469165 0.05 -0.09 0.01
H -2.057672 -2.960756 1.129789 0.10 0.10 -0.04
H -1.009117 -2.305766 -0.178460 0.07 0.12 0.10
H 0.173924 -0.009842 1.837673 0.00 -0.04 -0.02
H -1.225767 2.029289 2.461621 -0.07 -0.19 -0.04
H -3.816353 -2.025435 0.563072 0.02 0.11 -0.06
H -5.850681 -2.431327 -0.213707 -0.22 -0.06 0.12
H -5.415408 -1.217867 2.946355 -0.17 0.09 0.11
C -2.095711 0.412147 -4.600187 -0.19 0.08 0.24
C -3.475838 0.763062 -4.026904 0.05 0.00 0.03
C -3.495817 0.297164 -2.564939 -0.12 0.05 -0.15
S -1.788686 0.382513 -2.011227 0.10 0.07 0.00
O -1.328752 -0.956644 -1.672911 -0.16 -0.08 -0.11
O -1.630453 1.394257 -0.990462 -0.01 -0.02 0.05
C -1.080545 0.881867 -3.565220 0.10 0.00 -0.15
H -1.918889 0.887524 -5.557931 0.01 -0.03 -0.02
H -2.009407 -0.664002 -4.748157 0.04 0.00 -0.06
H -3.633331 1.842231 -4.067632 0.02 0.01 0.01
H -4.277990 0.293892 -4.593207 -0.01 0.00 0.01
H -4.094913 0.925586 -1.910952 -0.01 0.00 0.09
H -3.815399 -0.740240 -2.474409 0.08 -0.03 0.02
H -0.095071 0.435011 -3.676064 0.01 0.00 0.06
H -0.993999 1.968120 -3.539150 -0.01 0.01 0.03
C 4.803121 -0.102278 4.132114 0.02 0.00 -0.05
C 6.321576 -0.220901 3.947556 -0.06 0.07 -0.11
C 6.610092 0.004024 2.456992 0.07 -0.08 0.15
S 5.297240 1.074394 1.847346 0.04 0.01 0.01
O 4.499440 0.345017 0.887612 -0.07 -0.09 -0.02
O 5.822446 2.369256 1.505119 -0.04 0.01 -0.04
C 4.378879 1.154180 3.378209 -0.04 -0.07 0.21
H 4.530783 -0.045081 5.186373 0.02 -0.02 0.02
H 4.306973 -0.977500 3.704353 -0.03 0.01 0.01
H 6.821614 0.543176 4.545176 0.00 0.01 0.00
H 6.692078 -1.186758 4.278011 -0.01 0.02 -0.02
H 7.558866 0.500499 2.270824 -0.01 0.02 -0.05
H 6.560515 -0.921176 1.885824 -0.06 0.02 -0.04
H 3.317748 1.197992 3.148842 0.02 0.07 -0.08
H 4.693606 2.059256 3.898766 0.03 0.02 -0.03
C 11.210931 -2.295350 6.834147 -0.05 -0.01 0.04
C 10.542133 -3.437594 7.612061 -0.02 0.04 -0.03
C 9.059579 -3.076425 7.770074 0.15 -0.08 0.09
S 8.648377 -2.043241 6.355247 0.19 -0.23 0.06
O 8.302212 -0.721121 6.815631 -0.12 0.02 -0.05
O 7.755667 -2.761401 5.476146 -0.08 0.07 0.00
C 10.293659 -2.002129 5.651152 0.15 0.01 0.03
H 12.211450 -2.563204 6.499956 0.01 0.00 0.00
H 11.294401 -1.409570 7.466692 0.00 0.01 -0.01
H 10.638003 -4.368039 7.050202 -0.01 0.00 -0.02
H 11.008289 -3.591738 8.583294 0.00 -0.01 0.01
H 8.403513 -3.942567 7.757320 -0.06 0.04 -0.01
H 8.873933 -2.481080 8.661842 -0.02 0.05 -0.03
H 10.450405 -1.028619 5.192464 -0.07 0.01 -0.01
H 10.342420 -2.787723 4.897811 -0.03 0.00 -0.01
C 1.032423 -1.538162 -9.542806 -0.04 0.05 -0.01
C 1.113194 -0.047908 -9.901738 -0.01 -0.05 0.02
C 0.188535 0.711916 -8.942233 0.25 -0.10 -0.13
S 0.143004 -0.264657 -7.437797 0.12 -0.08 -0.22
O -1.198725 -0.771398 -7.247789 0.00 0.00 0.01
O 0.796658 0.426113 -6.349140 -0.15 -0.02 0.10
C 1.170173 -1.608719 -8.025761 0.09 -0.04 -0.10
H 1.808468 -2.120305 -10.036898 0.00 0.00 -0.01
H 0.064798 -1.943430 -9.845422 0.00 -0.02 0.01
H 2.139567 0.303071 -9.780605 0.01 0.00 0.02
H 0.822918 0.134829 -10.934669 0.00 0.02 -0.01
H 0.560768 1.705385 -8.712513 -0.07 -0.01 0.14
H -0.826298 0.777433 -9.323374 -0.05 -0.02 0.10
H 0.817701 -2.537460 -7.583671 -0.04 0.04 0.07
H 2.189756 -1.400079 -7.702194 0.00 0.01 0.01
C 1.339882 1.499927 7.545115 -0.07 -0.07 -0.03
C 1.393882 0.006785 7.191199 0.01 0.06 -0.03
C 0.461860 -0.212137 5.992367 0.10 -0.09 0.09
S 0.438794 1.348686 5.094563 0.18 -0.10 0.44
O -0.894546 1.894565 5.128428 -0.11 0.00 -0.18
O 1.098550 1.193270 3.815342 -0.14 -0.09 -0.37
C 1.489619 2.249684 6.225203 0.05 0.05 0.09
H 2.124237 1.778565 8.245794 0.00 0.01 0.00
H 0.379252 1.743444 8.002617 0.00 0.02 0.01
H 2.414620 -0.268494 6.919981 0.00 0.01 -0.01
H 1.098350 -0.619205 8.030624 0.00 -0.01 0.00
H 0.810481 -0.990067 5.316558 -0.03 0.01 -0.05
H -0.562655 -0.415735 6.298004 -0.03 0.07 -0.02
H 1.159159 3.285320 6.252586 -0.03 0.00 -0.06
H 2.507406 2.190562 5.838615 -0.01 -0.01 -0.04
C -1.177534 6.208988 -11.315132 -0.03 -0.03 0.06
C -1.461359 6.661193 -9.875744 0.02 -0.04 -0.02
C -1.432719 5.409387 -8.989265 -0.03 0.20 0.02
S -0.316274 4.254462 -9.800754 -0.07 0.27 -0.13
O -1.076809 3.104341 -10.228856 0.01 -0.02 0.00
O 0.879380 4.077599 -9.014388 -0.02 -0.15 0.01
C 0.024739 5.273918 -11.230951 -0.04 0.13 -0.07
H -0.975404 7.052095 -11.972996 0.00 0.01 0.00
H -2.038594 5.670178 -11.715140 0.01 -0.01 -0.02
H -0.687842 7.359735 -9.552846 0.02 -0.01 0.00
H -2.419048 7.171732 -9.793852 0.00 0.01 0.00
H -1.051059 5.601360 -7.989819 0.01 -0.07 0.02
H -2.404365 4.923148 -8.931139 0.02 -0.06 -0.03
H 0.151160 4.626863 -12.095494 0.02 -0.06 0.04
H 0.947151 5.816997 -11.027203 0.01 -0.01 0.01
C -9.417264 -2.274965 3.182041 -0.06 -0.01 0.05
C -9.355864 -1.990209 4.689709 -0.03 -0.03 -0.02
C -10.653048 -2.522651 5.310044 0.14 0.11 0.04
S -11.187536 -3.886738 4.259794 0.04 0.00 0.02
O -12.433917 -3.529646 3.635361 -0.03 -0.01 0.00
O -11.051721 -5.134305 4.963688 -0.03 -0.02 -0.01
C -9.875769 -3.722886 3.048724 0.13 0.09 -0.07
H -8.454091 -2.116739 2.701268 0.00 0.03 -0.01
H -10.142827 -1.610965 2.708218 -0.01 -0.01 -0.02
H -8.499709 -2.510135 5.125319 0.00 -0.02 -0.01
H -9.233952 -0.927783 4.894661 0.01 0.01 0.00
H -10.522343 -2.906313 6.318281 -0.05 -0.03 0.00
H -11.449829 -1.782009 5.296822 -0.04 -0.03 -0.05
H -10.274212 -3.981279 2.070639 -0.07 -0.03 0.03
H -9.089694 -4.423381 3.330657 -0.01 -0.02 0.02
```
Forces are in eV/Å.

Output
gap between HOMO and LUMO = 9.05 eV
2S+1 = 1
F_max = 1.4 eV/Å
charge = +1
E = -8855.9173 Ha
HOMO energy = -11.56 eV